# 1
The following is a DFT calculation (ωB97M-V/def2-TZVPD) of a cluster of 2 separate species, C19H46N4OPS3 in total at a distorted geometry.

- 2S+1 = 1
- net charge = +1
- HOMO level (eV) = -9.64
- orbital gap (Ha) = 0.236
- total energy (eV) = -70240.672

Each line ends with the Mulliken charge.
Element x y z (Å)
1 C -1.639 1.808 -0.336  -1.086
2 C -0.379 2.403 -1.079  0.138
3 C 0.920 1.719 -0.484  -0.024
4 C 2.147 1.707 -1.489  -1.061
5 N 2.298 0.463 -2.277  0.462
6 C 2.565 -0.727 -1.465  -0.746
7 C 3.659 -1.681 -2.069  -1.127
8 C 3.438 -2.030 -3.587  -0.569
9 C 2.241 -3.028 -3.835  -0.135
10 S 2.779 -4.166 -5.217  0.105
11 C 2.190 -5.878 -4.853  -0.820
12 C 1.253 0.263 -3.239  -0.482
13 S -0.219 -0.455 -2.982  -0.134
14 S 1.592 0.910 -4.945  -0.061
15 C 0.276 2.190 -5.280  -0.602
16 C -1.119 1.566 -5.707  -0.361
17 C -0.938 0.231 -6.546  -0.901
18 H -2.554 1.745 -0.987  0.357
19 H -1.487 0.783 0.080  0.070
20 H -1.848 2.490 0.530  0.320
21 H -0.303 3.492 -0.805  0.410
22 H -0.453 2.302 -2.188  -0.266
23 H 0.632 0.688 -0.154  -0.005
24 H 1.280 2.260 0.435  0.418
25 H 3.096 1.961 -0.961  0.389
26 H 1.962 2.541 -2.222  0.356
27 H 2.972 -0.362 -0.481  0.602
28 H 1.670 -1.347 -1.208  0.311
29 H 4.712 -1.341 -1.880  0.358
30 H 3.573 -2.654 -1.501  0.389
31 H 4.383 -2.534 -3.936  0.592
32 H 3.314 -1.105 -4.198  0.213
33 H 1.326 -2.470 -4.156  0.016
34 H 2.016 -3.642 -2.929  0.418
35 H 2.151 -3.794 -6.386  0.280
36 H 1.096 -5.934 -4.657  0.332
37 H 2.483 -6.591 -5.658  0.380
38 H 2.712 -6.204 -3.915  0.336
39 H 0.179 2.916 -4.438  0.277
40 H 0.648 2.772 -6.167  0.438
41 H -1.723 2.258 -6.344  0.431
42 H -1.664 1.321 -4.762  0.160
43 H -0.151 0.401 -7.330  0.270
44 H -1.922 0.053 -7.058  0.372
45 H -0.691 -0.635 -5.890  0.151
46 O -1.891 1.541 2.874  -0.708
47 P -1.402 1.049 4.245  0.873
48 N -1.791 -0.606 3.945  0.074
49 C -2.468 -1.543 4.820  -0.868
50 C -1.015 -1.269 2.901  -0.681
51 N -2.668 1.807 5.138  0.174
52 C -3.559 1.152 6.077  -1.143
53 C -3.394 2.896 4.489  -0.987
54 N -0.631 0.648 5.791  -0.138
55 C -0.162 1.871 6.500  -1.105
56 C 0.569 -0.210 5.686  -1.057
57 H -1.973 -1.679 5.789  0.315
58 H -2.541 -2.536 4.370  0.398
59 H -3.502 -1.247 4.994  0.218
60 H -0.006 -1.536 3.242  0.269
61 H -0.903 -0.619 2.028  -0.080
62 H -1.502 -2.177 2.543  0.429
63 H -4.399 0.666 5.566  0.307
64 H -3.982 1.881 6.776  0.378
65 H -3.048 0.420 6.702  0.343
66 H -4.132 2.516 3.773  0.290
67 H -2.711 3.565 3.966  0.282
68 H -3.919 3.511 5.225  0.324
69 H 0.585 2.413 5.911  0.356
70 H 0.277 1.608 7.466  0.410
71 H -0.977 2.557 6.719  0.321
72 H 1.282 0.180 4.954  0.365
73 H 0.314 -1.233 5.413  0.280
74 H 1.074 -0.290 6.651  0.390

=====

# 2
The following is a DFT calculation (ωB97M-V/def2-TZVPD) of a cluster of 10 separate species, C19H47N9O18S in total at a distorted geometry.

- 2S+1 = 2
- net charge = -1
- HOMO level (spin up / spin down) (eV) = -1.33 / -4.99
- orbital gap (spin up / spin down) (Ha) = 0.120 / 0.255
- total energy (eV) = -81549.139

Each line ends with the Mulliken charge.
Element x y z (Å)
1 C 8.762 4.189 21.875  0.297
2 N 9.562 2.904 21.661  0.973
3 O 10.018 2.566 20.576  -0.516
4 O 9.715 2.251 22.699  -0.575
5 H 9.284 5.018 22.352  0.105
6 H 7.975 3.917 22.578  0.291
7 H 8.443 4.389 20.852  -0.582
8 C 7.649 5.551 18.199  -0.384
9 N 7.937 5.151 16.797  1.023
10 O 7.445 4.164 16.367  -0.632
11 O 8.662 5.951 16.229  -0.534
12 H 8.303 6.358 18.529  -0.187
13 H 7.752 4.651 18.805  0.199
14 H 6.611 5.859 18.324  0.406
15 C 7.947 9.665 20.783  -0.542
16 N 7.480 8.828 19.607  0.972
17 O 8.268 8.749 18.645  -0.437
18 O 6.372 8.453 19.675  -0.572
19 H 8.811 9.121 21.167  0.011
20 H 7.166 9.804 21.530  0.292
21 H 8.346 10.583 20.351  0.298
22 C 12.799 6.652 20.340  -0.681
23 N 11.459 6.049 20.151  0.873
24 O 11.427 4.886 19.829  -0.682
25 O 10.441 6.784 20.316  -0.579
26 H 13.310 6.360 21.258  0.005
27 H 12.516 7.700 20.440  0.283
28 H 13.410 6.518 19.448  -0.054
29 C 12.997 2.108 20.593  -0.169
30 N 13.935 1.168 19.947  0.962
31 O 14.662 1.667 19.024  -0.557
32 O 13.821 -0.020 20.251  -0.584
33 H 13.533 2.713 21.325  -0.111
34 H 12.243 1.548 21.147  0.367
35 H 12.592 2.669 19.751  0.069
36 C 12.212 4.045 26.493  -0.226
37 C 11.446 2.823 26.133  -0.438
38 O 11.293 2.838 24.750  -0.329
39 S 12.559 3.632 23.922  0.947
40 O 12.125 4.379 22.745  0.032
41 O 13.701 2.761 23.651  -0.688
42 O 12.899 4.537 25.316  -0.363
43 H 12.696 4.234 27.451  0.352
44 H 11.327 4.681 26.519  0.120
45 H 10.434 2.817 26.536  0.320
46 H 12.006 1.967 26.510  0.248
47 C 12.391 10.350 14.942  0.171
48 O 13.020 11.348 14.961  -0.568
49 N 11.768 9.801 16.089  0.200
50 C 10.886 8.675 15.924  -0.951
51 C 11.713 10.313 17.454  -0.786
52 H 12.285 9.749 14.026  0.320
53 H 9.841 8.985 15.938  0.412
54 H 11.089 7.925 16.687  0.025
55 H 10.920 8.154 14.967  0.377
56 H 10.800 10.844 17.722  0.287
57 H 11.963 9.502 18.137  0.178
58 H 12.455 11.106 17.541  0.343
59 C 16.363 7.053 22.314  -0.012
60 O 15.336 6.787 22.909  -0.547
61 N 17.098 6.200 21.579  0.215
62 C 16.765 4.813 21.508  -0.986
63 C 18.253 6.618 20.772  -0.891
64 H 16.787 8.069 22.313  0.374
65 H 16.325 4.448 20.581  0.257
66 H 16.148 4.454 22.332  0.244
67 H 17.691 4.249 21.623  0.409
68 H 18.401 7.668 20.520  0.339
69 H 19.201 6.222 21.138  0.307
70 H 18.009 6.192 19.799  0.280
71 C 9.690 7.460 23.685  0.582
72 O 8.476 7.225 23.871  -0.725
73 N 10.641 7.862 24.608  0.155
74 C 11.995 7.930 24.093  -0.983
75 C 10.397 7.988 26.023  -0.998
76 H 10.211 7.402 22.717  0.019
77 H 12.530 8.619 24.746  0.360
78 H 12.060 8.397 23.110  0.267
79 H 12.376 6.912 24.186  0.296
80 H 10.833 8.906 26.416  0.376
81 H 9.350 8.044 26.320  0.332
82 H 10.929 7.319 26.699  0.296
83 C 14.680 6.492 16.311  -0.038
84 O 13.809 7.393 16.385  -0.535
85 N 14.531 5.234 16.788  0.406
86 C 13.277 4.724 17.219  -0.747
87 C 15.774 4.417 16.706  -0.723
88 H 15.646 6.775 15.864  0.286
89 H 12.490 5.464 17.364  0.158
90 H 13.413 4.388 18.247  0.166
91 H 12.888 3.896 16.626  0.305
92 H 16.159 4.242 17.711  0.086
93 H 15.439 3.507 16.208  0.322
94 H 16.615 4.939 16.249  0.319

=====

# 3
The following is a DFT calculation (ωB97M-V/def2-TZVPD) of a structure of composition C19H48AsCl2F6MnNO5PSi3 at a distorted geometry.

- relative energy (zero: lowest compared OMol25 entry of this formula, charge and spin) (eV) = 2.128
- 2S+1 = 6
- net charge = +1
- HOMO level (spin up / spin down) (eV) = -12.26 / -12.60
- orbital gap (spin up / spin down) (Ha) = 0.265 / 0.248
- total energy (eV) = -198643.482

Each line ends with the Mulliken charge.
Element x y z (Å)
1 Mn 0.321 -0.040 -0.041  1.536
2 C 0.884 -1.181 3.611  -1.194
3 C -0.471 -1.488 2.997  -0.084
4 O -0.366 -1.801 1.601  -0.195
5 H 0.765 -0.898 4.654  0.465
6 H 1.364 -0.370 3.065  0.024
7 H 1.532 -2.052 3.550  0.395
8 H -1.130 -0.623 3.052  0.046
9 H -0.951 -2.333 3.511  0.362
10 H 0.318 -2.487 1.531  0.077
11 C -5.253 -3.221 -0.171  -1.095
12 Si -3.780 -2.740 0.963  0.766
13 C -4.423 -1.807 2.504  -1.200
14 C -2.950 -4.337 1.614  -1.100
15 As -2.392 -1.273 -0.454  0.118
16 Si -1.646 -2.845 -2.292  1.048
17 C -3.254 -3.119 -3.319  -1.211
18 C -0.269 -2.345 -3.520  -0.962
19 C -1.066 -4.406 -1.365  -0.986
20 Si -3.769 0.768 -0.829  0.966
21 C -2.846 2.308 -1.487  -0.768
22 C -4.521 1.187 0.878  -1.230
23 C -5.164 0.338 -2.085  -1.225
24 H -6.094 -3.589 0.409  0.436
25 H -4.971 -4.006 -0.866  0.292
26 H -5.598 -2.371 -0.753  0.192
27 H -4.722 -2.518 3.267  0.484
28 H -5.290 -1.193 2.283  0.358
29 H -3.664 -1.170 2.946  0.277
30 H -3.542 -4.758 2.424  0.476
31 H -1.956 -4.153 2.009  0.207
32 H -2.868 -5.110 0.857  0.369
33 H -3.986 -2.331 -3.171  0.237
34 H -3.728 -4.054 -3.045  0.384
35 H -3.039 -3.177 -4.381  0.413
36 H -0.651 -1.846 -4.406  0.388
37 H 0.249 -3.244 -3.846  0.567
38 H 0.484 -1.711 -3.069  -0.032
39 H -1.741 -5.248 -1.489  0.501
40 H -0.940 -4.227 -0.301  -0.076
41 H -0.093 -4.710 -1.745  0.418
42 H -1.836 2.342 -1.086  -0.204
43 H -3.365 3.214 -1.183  0.580
44 H -2.782 2.317 -2.571  0.407
45 H -3.871 0.854 1.682  0.133
46 H -5.495 0.734 1.020  0.441
47 H -4.654 2.257 0.988  0.500
48 H -4.829 -0.288 -2.907  0.252
49 H -5.563 1.251 -2.515  0.444
50 H -5.991 -0.167 -1.601  0.377
51 Cl 4.752 2.193 -1.282  -0.160
52 C 4.093 1.601 0.234  0.167
53 Cl 4.004 2.911 1.431  -0.164
54 C 2.664 1.101 0.049  -0.373
55 O 2.076 0.639 1.051  -0.498
56 O 2.091 1.210 -1.048  -0.414
57 H 4.743 0.816 0.629  0.294
58 F 1.185 -1.557 -0.785  -0.718
59 P 2.576 -2.707 -0.379  1.482
60 F 3.714 -3.701 -0.003  -0.273
61 F 2.627 -1.908 1.017  -0.245
62 F 1.393 -3.607 0.289  -0.464
63 F 3.516 -1.616 -1.043  -0.339
64 F 2.254 -3.370 -1.788  -0.340
65 C -1.648 2.813 2.267  -1.298
66 C -0.426 2.313 1.490  0.529
67 C 0.117 3.433 0.586  -1.246
68 O -0.720 1.174 0.732  -0.532
69 H -1.376 3.729 2.783  0.459
70 H -1.980 2.085 3.000  0.312
71 H -2.457 3.015 1.569  0.121
72 H 0.359 2.021 2.208  0.394
73 H -0.702 3.975 0.122  0.401
74 H 0.740 3.006 -0.200  0.083
75 H 0.712 4.129 1.168  0.448
76 C -0.977 1.238 -5.503  -0.965
77 N -0.431 1.117 -4.172  0.442
78 C 0.864 1.732 -3.976  -0.587
79 C -1.073 0.507 -3.205  -0.953
80 O -0.683 0.325 -2.044  0.096
81 H -0.323 0.737 -6.218  0.337
82 H -1.034 2.290 -5.787  0.361
83 H -1.972 0.801 -5.560  0.304
84 H 0.759 2.816 -4.040  0.333
85 H 1.551 1.411 -4.758  0.366
86 H 1.274 1.469 -3.003  -0.052
87 H -2.072 0.127 -3.494  0.320

=====

# 4
The following is a DFT calculation (ωB97M-V/def2-TZVPD) of a structure of composition C19H48CaO9 at a distorted geometry.

- 2S+1 = 1
- net charge = 0
- HOMO level (eV) = -5.94
- orbital gap (Ha) = 0.230
- total energy (eV) = -57347.548

Each line ends with the Mulliken charge.
Element x y z (Å)
1 Ca -0.202 1.087 0.258  1.693
2 C -0.275 2.942 -1.459  0.188
3 O -0.464 3.350 -0.309  -0.616
4 O 0.801 2.325 -1.616  -0.725
5 O -1.217 2.159 -1.626  -0.655
6 C 1.672 -1.768 -4.331  -0.952
7 C 1.321 -0.241 -4.106  0.495
8 C 0.593 0.413 -5.269  -1.545
9 O 0.394 -0.131 -2.958  -0.215
10 H 2.492 -2.161 -3.729  0.279
11 H 1.745 -2.088 -5.370  0.391
12 H 0.754 -2.229 -3.965  0.062
13 H 2.243 0.315 -3.936  0.310
14 H -0.134 -0.319 -5.621  0.371
15 H 1.168 0.722 -6.142  0.342
16 H 0.007 1.258 -4.907  0.373
17 H 0.381 0.780 -2.657  0.126
18 C 2.658 -2.716 0.119  -1.287
19 C 2.702 -1.227 0.002  0.679
20 C 3.605 -0.789 -1.171  -0.893
21 O 1.398 -0.637 -0.122  0.620
22 H 2.239 -3.031 1.075  0.149
23 H 3.631 -3.168 -0.073  0.424
24 H 1.998 -3.014 -0.695  0.269
25 H 3.228 -0.942 0.913  0.262
26 H 3.920 0.254 -1.160  0.108
27 H 3.110 -0.995 -2.120  -0.155
28 H 4.554 -1.321 -1.243  0.487
29 H 1.083 -0.883 -0.995  -0.328
30 C -3.923 3.104 2.052  -1.556
31 C -3.693 1.654 1.553  0.262
32 C -4.718 1.240 0.513  -1.240
33 O -2.403 1.656 0.969  -0.295
34 H -4.878 3.252 2.556  0.433
35 H -3.957 3.915 1.325  0.413
36 H -3.179 3.413 2.786  0.327
37 H -3.737 0.957 2.390  0.353
38 H -5.647 0.909 0.978  0.379
39 H -4.465 0.443 -0.186  0.151
40 H -4.957 2.100 -0.112  0.383
41 H -2.428 2.384 0.344  0.157
42 C 3.622 2.803 1.376  -1.566
43 C 2.541 2.045 2.156  1.414
44 C 2.562 2.293 3.645  -1.502
45 O 1.306 2.439 1.663  -0.370
46 H 3.640 2.574 0.310  0.339
47 H 4.564 2.539 1.857  0.423
48 H 3.436 3.875 1.435  0.461
49 H 2.713 0.996 1.914  -0.542
50 H 2.643 3.369 3.799  0.375
51 H 3.434 1.785 4.056  0.378
52 H 1.666 1.943 4.158  0.298
53 H 1.403 3.337 1.337  0.223
54 C -3.402 -1.976 -0.717  -1.663
55 C -1.876 -2.047 -0.855  0.694
56 C -1.570 -2.833 -2.119  -1.539
57 O -1.369 -0.704 -0.892  0.107
58 H -3.839 -1.458 -1.571  0.415
59 H -3.848 -1.568 0.190  0.269
60 H -3.760 -2.980 -0.943  0.462
61 H -1.508 -2.679 -0.047  0.142
62 H -2.176 -3.738 -2.174  0.480
63 H -0.504 -2.915 -2.333  0.163
64 H -1.913 -2.399 -3.058  0.414
65 H -1.435 -0.415 -1.805  0.009
66 C 0.790 -1.841 3.585  -1.557
67 C -0.167 -1.338 2.488  1.227
68 C -1.587 -1.586 2.951  -1.241
69 O 0.108 0.003 2.392  0.012
70 H 1.705 -1.255 3.656  0.278
71 H 1.064 -2.867 3.339  0.385
72 H 0.286 -1.769 4.549  0.411
73 H 0.086 -1.863 1.566  -0.538
74 H -2.139 -1.293 2.058  0.046
75 H -1.910 -1.084 3.863  0.462
76 H -1.826 -2.649 2.947  0.416
77 H -0.161 0.284 3.270  0.189

=====

# 5
The following is a DFT calculation (ωB97M-V/def2-TZVPD) of a cluster of 7 separate species, C19H48ClO20S5 in total at a distorted geometry.

- relative energy (zero: lowest compared OMol25 entry of this formula, charge and spin) (eV) = 0.134
- 2S+1 = 1
- net charge = -1
- HOMO level (eV) = -7.37
- orbital gap (Ha) = 0.352
- total energy (eV) = -128123.027

Each line ends with the Mulliken charge.
Element x y z (Å)
1 Cl -0.896 -0.208 -0.301  1.383
2 O -0.441 0.751 0.669  -0.474
3 O -1.917 -1.045 0.265  -0.612
4 O -1.462 0.411 -1.480  -0.713
5 O 0.210 -1.054 -0.726  -0.568
6 C 1.298 4.741 3.060  -0.630
7 C 1.281 3.255 2.707  -0.020
8 C 0.575 2.603 3.865  0.018
9 O 0.960 3.381 5.004  -0.488
10 C 1.109 4.736 4.601  -0.481
11 H 0.520 5.355 2.607  0.274
12 H 2.257 5.200 2.818  0.285
13 H 2.302 2.870 2.656  0.100
14 H 0.870 3.100 1.709  0.201
15 H 0.898 1.572 4.014  0.213
16 H -0.519 2.560 3.807  -0.023
17 H 1.957 5.242 5.060  0.289
18 H 0.194 5.266 4.881  0.269
19 O -3.873 -1.162 3.691  -0.564
20 S -4.440 0.130 3.424  1.180
21 O -5.770 0.267 2.949  -0.658
22 O -4.274 0.893 4.844  -0.268
23 C -5.008 2.108 5.017  -0.143
24 C -5.417 2.215 6.461  -1.368
25 C -3.316 1.112 2.400  -0.592
26 H -5.925 2.225 4.438  0.350
27 H -4.348 2.942 4.757  0.288
28 H -4.617 2.077 7.191  0.335
29 H -6.139 1.429 6.702  0.318
30 H -5.897 3.173 6.669  0.381
31 H -3.581 2.151 2.570  0.454
32 H -3.425 0.771 1.374  0.213
33 H -2.323 0.848 2.753  0.027
34 O 5.761 -0.679 -0.221  -0.664
35 S 4.588 0.073 -0.600  1.169
36 O 4.727 1.430 -1.066  -0.631
37 O 3.784 -0.708 -1.755  -0.205
38 C 3.495 -2.105 -1.578  -0.036
39 C 3.038 -2.627 -2.935  -0.993
40 C 3.354 0.063 0.747  -0.608
41 H 2.619 -2.177 -0.927  0.015
42 H 4.299 -2.714 -1.170  0.420
43 H 2.947 -3.712 -2.846  0.446
44 H 3.703 -2.383 -3.764  0.364
45 H 2.065 -2.216 -3.205  -0.028
46 H 3.906 0.489 1.577  0.489
47 H 3.040 -0.960 0.927  0.124
48 H 2.561 0.647 0.288  0.132
49 O -0.418 1.437 -4.098  -0.586
50 S 0.944 1.169 -4.428  1.358
51 O 1.329 -0.111 -5.006  -0.726
52 O 1.463 2.320 -5.454  -0.301
53 C 2.752 2.136 -6.028  0.068
54 C 3.018 3.359 -6.883  -1.379
55 C 2.036 1.454 -3.019  -0.697
56 H 2.810 1.266 -6.684  0.211
57 H 3.511 2.044 -5.248  0.258
58 H 3.015 4.281 -6.299  0.317
59 H 2.215 3.478 -7.617  0.328
60 H 3.939 3.308 -7.464  0.388
61 H 1.609 0.925 -2.169  -0.072
62 H 2.022 2.529 -2.855  0.483
63 H 3.028 1.093 -3.257  0.370
64 O -3.238 -0.028 -4.457  -0.562
65 S -3.780 -1.355 -4.331  1.170
66 O -4.923 -1.773 -5.103  -0.670
67 O -2.616 -2.451 -4.647  -0.400
68 C -1.252 -2.027 -4.537  0.624
69 C -0.424 -3.189 -5.055  -1.475
70 C -4.080 -1.762 -2.606  -0.807
71 H -0.917 -1.652 -3.569  -0.040
72 H -1.089 -1.220 -5.255  0.199
73 H -0.543 -4.085 -4.444  0.353
74 H 0.645 -2.969 -5.095  0.334
75 H -0.675 -3.376 -6.100  0.379
76 H -5.130 -1.577 -2.386  0.434
77 H -3.436 -1.138 -1.987  0.141
78 H -3.884 -2.816 -2.430  0.331
79 O 2.271 -1.809 3.231  -0.477
80 S 1.763 -2.922 3.997  1.085
81 O 2.131 -3.128 5.363  -0.656
82 O 0.162 -2.899 3.958  -0.424
83 C -0.532 -2.606 2.720  0.710
84 C -1.345 -3.794 2.299  -1.134
85 C 2.124 -4.404 3.036  -0.835
86 H 0.177 -2.218 1.984  0.048
87 H -1.211 -1.776 2.921  -0.156
88 H -0.815 -4.744 2.247  0.345
89 H -1.779 -3.519 1.331  0.208
90 H -2.234 -3.940 2.916  0.336
91 H 3.213 -4.374 3.082  0.387
92 H 1.773 -4.204 2.027  0.229
93 H 1.637 -5.269 3.469  0.329